[1]
Density functional theory data (ωB97M-V with the def2-TZVPD basis set) for the molecule C2H5NS2.

The geometry in XYZ format:
```
10
C2H5NS2 ωB97M-V with the def2-TZVPD basis set
H -3.95134 -1.09477 -0.03380
C 2.01366 0.34898 -0.04731
H 1.76813 0.95156 -0.99688
S 0.78465 -0.98474 -0.04576
H -0.62883 1.07397 0.30848
N -1.57467 -0.69788 0.21644
C -0.57124 0.00040 0.15672
H 2.83944 -0.20681 -0.49332
S -3.30537 -0.14331 -0.08949
H 2.62558 0.75260 1.02493
```

**Lowest unoccupied orbital energy**: 0.0253 hartree
**Net charge**: 0
**Relative energy (zero: lowest compared OMol25 entry of this formula, charge and spin)**: 3.911 eV
**SMILES string**: CS/C=N/S
**Orbital gap**: 9.17 eV
**Calculated total energy**: -930.1957 Eh



[2]
Density functional theory data (ωB97M-V with the def2-TZVPD basis set) for a cluster of 2 separate species, C2H5O2 in total.

The geometry in XYZ format:
```
9
C2H5O2 ωB97M-V with the def2-TZVPD basis set
O -0.99939 1.91200 1.59117
H 0.12243 -1.68596 -2.09368
H -0.48728 -2.26827 -0.41296
H -0.35419 1.35295 1.11990
H 0.98816 0.34676 -0.92065
C 0.68797 -0.54416 -0.34743
H -0.94704 2.81510 1.22461
C -0.04600 -1.48025 -1.04514
O 1.03533 -0.44817 0.88418
```

**Lowest unoccupied orbital energy**: 0.1546 hartree
**Net charge**: -1
**Relative energy (zero: lowest compared OMol25 entry of this formula, charge and spin)**: 1.360 eV
**Orbital gap**: 6.55 eV
**Calculated total energy**: -229.6751 Eh



[3]
Density functional theory data (ωB97M-V with the def2-TZVPD basis set) for a structure of composition C2H5O2P.

The geometry in XYZ format:
```
10
C2H5O2P ωB97M-V with the def2-TZVPD basis set
H 1.25780 0.92009 1.32641
C 0.91149 0.66583 0.32355
H 1.01559 -1.37030 -0.61086
O -3.11551 -0.39520 0.35720
P -1.11381 -0.03641 -0.42541
O -0.35859 1.30811 0.06640
H 1.64696 1.00170 -0.41024
H -1.08646 0.04375 -1.81396
C 0.46857 -0.79134 0.12830
H 0.37396 -1.34623 1.05861
```

**Lowest unoccupied orbital energy**: -0.0034 hartree
**Net charge**: 0
**Relative energy (zero: lowest compared OMol25 entry of this formula, charge and spin)**: 4.293 eV
**Orbital gap**: 9.15 eV
**Calculated total energy**: -570.8773 Eh